# C35H46BiN11OS6

C35H46BiN11OS6 as an isolated structure (ωB97M-V with the def2-TZVPD basis set, the Open Molecules 2025 dataset).

Geometry (Å):
1 Bi 1.11 0.29 -0.28
2 S 2.96 0.25 1.50
3 C 2.06 0.76 2.97
4 N 2.47 0.39 4.14
5 N 3.53 -0.37 4.23
6 C 3.92 -0.93 5.46
7 C 3.14 -0.78 6.60
8 C 3.56 -1.35 7.79
9 C 4.74 -2.07 7.86
10 C 5.51 -2.22 6.71
11 C 5.11 -1.66 5.51
12 N 0.92 1.54 3.02
13 N 0.51 2.00 1.95
14 C -0.63 2.83 2.04
15 C -0.87 3.63 3.16
16 C -1.93 4.52 3.16
17 C -2.76 4.63 2.05
18 C -2.53 3.82 0.94
19 C -1.47 2.93 0.93
20 H 4.01 -0.66 3.38
21 H 2.22 -0.23 6.54
22 H 2.95 -1.24 8.68
23 H 5.06 -2.52 8.79
24 H 6.44 -2.78 6.75
25 H 5.70 -1.78 4.62
26 H -0.21 3.54 4.01
27 H -2.11 5.14 4.03
28 H -3.58 5.34 2.05
29 H -3.18 3.88 0.08
30 H -1.34 2.26 0.09
31 C 1.21 -2.64 2.65
32 N 0.56 -2.31 1.39
33 C -0.89 -2.25 1.58
34 C 0.91 -3.31 0.39
35 C 0.60 -2.92 -1.04
36 C 0.17 -3.91 -1.91
37 C -0.04 -3.65 -3.26
38 C 0.22 -2.38 -3.75
39 C 0.66 -1.38 -2.88
40 C 0.86 -1.63 -1.52
41 H 0.99 -3.68 2.95
42 H 0.86 -1.98 3.44
43 H 2.29 -2.53 2.54
44 H -1.28 -3.18 2.03
45 H -1.39 -2.07 0.63
46 H -1.12 -1.42 2.25
47 H 0.42 -4.27 0.62
48 H 1.99 -3.48 0.45
49 H -0.01 -4.91 -1.53
50 H -0.39 -4.43 -3.92
51 H 0.09 -2.16 -4.81
52 H 0.89 -0.40 -3.28
53 C -3.84 0.35 1.67
54 N -4.46 -0.27 0.51
55 C -5.65 -1.04 0.82
56 C -3.70 -0.53 -0.60
57 N -2.43 -0.34 -0.58
58 N -4.43 -1.04 -1.69
59 C -5.56 -0.26 -2.17
60 C -3.66 -1.64 -2.76
61 H -4.59 0.94 2.20
62 H -3.03 1.00 1.35
63 H -3.44 -0.40 2.35
64 H -5.51 -1.57 1.77
65 H -5.84 -1.78 0.04
66 H -6.53 -0.40 0.92
67 H -2.00 -0.45 -1.50
68 H -6.02 0.29 -1.35
69 H -6.31 -0.93 -2.60
70 H -5.25 0.46 -2.93
71 H -2.90 -2.30 -2.36
72 H -3.19 -0.89 -3.41
73 H -4.34 -2.24 -3.38
74 C -1.92 4.17 -4.90
75 N -1.04 3.57 -3.93
76 C -0.28 4.33 -2.96
77 C 0.30 3.21 -2.09
78 O 1.05 3.38 -1.15
79 N -0.17 2.00 -2.55
80 C -0.93 2.27 -3.60
81 N -1.56 1.28 -4.28
82 H -1.44 5.06 -5.31
83 H -2.87 4.46 -4.46
84 H -2.12 3.49 -5.73
85 H -0.92 4.99 -2.36
86 H 0.52 4.92 -3.42
87 H -1.22 0.36 -4.07
88 H -1.84 1.45 -5.23
89 C 4.78 1.53 -4.99
90 S 3.71 0.07 -5.12
91 C 4.14 -0.80 -3.67
92 C 3.79 -0.46 -2.41
93 S 2.95 1.01 -1.99
94 S 4.31 -1.59 -1.18
95 C 5.01 -2.79 -2.21
96 S 5.62 -4.21 -1.65
97 S 5.00 -2.31 -3.87
98 H 4.49 2.20 -5.79
99 H 5.83 1.25 -5.11
100 H 4.62 2.01 -4.03

LUMO = -0.2 eV
HOMO = -7.297 eV
F_max = 0.0186 hartree/bohr
energy = -126330.544 eV
ΔE to the lowest compared entry with this formula, charge and spin = 3.3 kcal per mole
HOMO-LUMO gap = 0.261 Ha

Mulliken atomic charge list, values in e, 4 entries: number 1, Bi, carries 1.011; number 2, S, carries -0.524; number 3, C, carries 0.106; number 4, N, carries -0.574